The following is a DFT calculation (the ωB97M-V functional and the def2-TZVPD basis) of 14 unconnected molecules or ions with the total composition C83H180Cl3F6N9O6S2 in a non-equilibrium geometry.

Last column: Löwdin charge in e.
Cartesian coordinates (Å):
C1 2.98821 -14.22449 18.98050  -0.084
C2 3.18687 -15.49052 19.79397  -0.235
C3 3.58529 -16.69535 18.93107  -0.088
N1 3.86757 -17.95628 19.75494  -0.258
C4 4.38322 -19.04316 18.85461  -0.109
C5 3.19327 -19.54219 17.96639  -0.145
C6 2.14729 -20.12900 18.88451  -0.215
C7 1.53598 -19.03615 19.72353  -0.141
C8 2.68494 -18.42730 20.61069  -0.102
C9 4.98492 -17.69507 20.67130  -0.021
H1 3.87390 -13.91142 18.43443  0.081
H2 2.71756 -13.36755 19.64651  0.097
H3 2.16778 -14.38202 18.30601  0.072
H4 2.17889 -15.57562 20.27040  0.118
H5 3.92050 -15.41616 20.62224  0.087
H6 4.53415 -16.52703 18.36621  0.157
H7 2.80709 -16.91165 18.21070  0.116
H8 5.26282 -18.73997 18.29410  0.141
H9 4.59805 -19.88966 19.50611  0.105
H10 2.83699 -18.75733 17.27476  0.118
H11 3.75239 -20.33566 17.37681  0.142
H12 1.42591 -20.79643 18.37045  0.120
H13 2.68042 -20.82974 19.49669  0.089
H14 0.98076 -18.21761 19.19188  0.134
H15 0.87509 -19.44878 20.53764  0.109
H16 2.37523 -17.61642 21.31087  0.136
H17 3.01706 -19.28241 21.15219  0.018
H18 5.11277 -18.67424 21.23231  0.070
H19 4.80778 -16.85504 21.29420  0.047
H20 5.85296 -17.51513 20.05934  0.118
C10 5.98093 -23.18536 29.19618  -0.069
C11 5.12844 -24.14789 28.29463  -0.185
C12 4.41645 -23.23899 27.25652  -0.066
N2 3.39851 -24.02172 26.33283  -0.265
C13 3.75289 -25.47414 26.18516  -0.109
C14 2.74693 -26.28717 25.41191  -0.164
C15 1.41852 -26.21393 26.12489  -0.161
C16 0.93734 -24.74715 26.24578  -0.125
C17 2.01881 -23.83308 26.92263  -0.109
C18 3.43772 -23.34366 25.06029  -0.070
H21 5.40021 -22.64935 29.91490  0.058
H22 6.47018 -22.44986 28.55553  0.072
H23 6.70717 -23.73673 29.82129  0.090
H24 4.36874 -24.61452 28.92482  0.114
H25 5.74790 -24.87880 27.82490  0.098
H26 5.00986 -22.74978 26.56796  0.091
H27 3.75517 -22.47661 27.73789  0.133
H28 3.75343 -25.78397 27.23570  0.128
H29 4.75477 -25.41792 25.76961  0.143
H30 3.12836 -27.30549 25.33579  0.129
H31 2.68931 -26.01065 24.33491  0.124
H32 1.52713 -26.64539 27.11546  0.119
H33 0.72187 -26.81423 25.58574  0.109
H34 0.03360 -24.68665 26.79668  0.074
H35 0.72388 -24.26035 25.34880  0.032
H36 2.15422 -24.06927 27.97898  0.121
H37 1.77651 -22.80769 26.84912  0.050
H38 4.46607 -23.42977 24.72248  0.095
H39 3.33479 -22.27389 25.21913  0.060
H40 2.75251 -23.66868 24.29677  0.093
C19 1.75483 -13.58635 27.89033  -0.071
C20 3.07151 -14.27443 28.36236  -0.238
C21 4.27679 -13.81243 27.71142  -0.141
N3 4.94269 -12.46327 28.10316  -0.207
C22 4.82020 -12.06004 29.54890  -0.126
C23 5.60615 -10.87048 29.92919  -0.191
C24 7.05557 -11.05162 29.66784  -0.179
C25 7.24721 -11.39523 28.19000  -0.157
C26 6.41609 -12.59265 27.83160  -0.116
C27 4.30858 -11.38824 27.23596  0.048
H41 1.64000 -12.55822 28.27920  0.067
H42 0.90146 -14.12100 28.31296  0.069
H43 1.70251 -13.53734 26.78664  0.070
H44 2.98408 -15.33125 27.99555  0.107
H45 3.07051 -14.45841 29.39375  0.092
H46 3.97110 -13.68871 26.70663  0.080
H47 5.03855 -14.62202 27.69058  0.137
H48 5.04481 -12.96695 30.08206  0.145
H49 3.81356 -11.81816 29.77524  0.127
H50 5.26805 -10.68219 30.94458  0.139
H51 5.25621 -10.07633 29.29755  0.103
H52 7.46544 -11.85456 30.34078  0.143
H53 7.59249 -10.11464 29.87538  0.127
H54 8.22229 -11.64320 27.93032  0.105
H55 6.97934 -10.47590 27.63965  0.133
H56 6.69532 -13.36870 28.54039  0.141
H57 6.64666 -12.85783 26.78535  0.146
H58 3.22453 -11.52618 27.32025  0.090
H59 4.65003 -11.50298 26.17806  0.135
H60 4.54696 -10.40235 27.67783  0.098
C28 6.94819 -22.14893 20.15897  -0.103
C29 7.15721 -20.86840 20.91824  -0.278
C30 7.74704 -21.10756 22.27776  -0.136
N4 8.66247 -20.02866 22.81389  -0.246
C31 8.85642 -20.21842 24.31529  -0.102
C32 7.68808 -19.88012 25.17334  -0.176
C33 7.09087 -18.53564 24.86211  -0.158
C34 6.82302 -18.42659 23.36598  -0.169
C35 8.13242 -18.63564 22.63228  -0.114
C36 9.99411 -20.04334 22.12313  0.027
H61 6.48761 -22.03262 19.18871  0.069
H62 6.24877 -22.79466 20.66670  0.058
H63 7.89720 -22.73118 20.02352  0.102
H64 6.24236 -20.22362 20.90905  0.044
H65 7.92160 -20.33267 20.34208  0.111
H66 8.39932 -22.01098 22.20388  0.146
H67 7.03758 -21.26294 23.08154  0.082
H68 9.09698 -21.25150 24.51984  0.139
H69 9.73282 -19.66255 24.63388  0.142
H70 6.85904 -20.55308 25.16521  0.101
H71 8.05994 -19.96746 26.18040  0.125
H72 6.06079 -18.52941 25.27932  0.118
H73 7.64964 -17.67001 25.19307  0.130
H74 6.03201 -19.09141 22.98494  0.048
H75 6.50639 -17.46672 22.91010  0.099
H76 8.12772 -18.31477 21.66342  0.098
H77 8.91391 -18.02342 23.09162  0.151
H78 9.82273 -19.57206 21.14890  0.110
H79 10.43656 -21.03331 22.03018  0.120
H80 10.66872 -19.40364 22.63302  0.096
C37 -1.47880 -25.85253 29.24356  -0.052
C38 -1.97738 -24.46403 28.77985  -0.263
C39 -3.02158 -24.42773 27.71357  -0.151
N5 -3.72687 -23.11822 27.49714  -0.255
C40 -4.60957 -22.68718 28.73803  -0.091
C41 -5.42112 -21.43414 28.59364  -0.166
C42 -6.39350 -21.67040 27.44673  -0.198
C43 -5.65612 -21.99973 26.17175  -0.155
C44 -4.64947 -23.18647 26.30446  -0.129
C45 -2.63231 -22.10289 27.21618  -0.056
H81 -1.01618 -25.75003 30.20692  0.070
H82 -0.83522 -26.17454 28.39490  0.070
H83 -2.33667 -26.55309 29.40308  0.093
H84 -1.12716 -23.75645 28.66496  0.044
H85 -2.45227 -23.88506 29.56082  0.088
H86 -3.88032 -25.08230 27.98176  0.143
H87 -2.69808 -24.61444 26.68718  0.118
H88 -5.19260 -23.65618 28.83992  0.158
H89 -3.93929 -22.66889 29.57945  0.107
H90 -5.95309 -21.33939 29.54996  0.130
H91 -4.74969 -20.53993 28.49152  0.133
H92 -6.98255 -22.57046 27.75749  0.136
H93 -7.11942 -20.92337 27.27610  0.102
H94 -6.33550 -22.40343 25.35533  0.141
H95 -5.15889 -21.09645 25.71132  0.131
H96 -5.08818 -24.21328 26.32353  0.146
H97 -3.99911 -23.21517 25.42434  0.060
H98 -1.86030 -22.44459 26.49649  -0.002
H99 -2.14714 -21.82665 28.18117  0.063
H100 -3.03910 -21.18515 26.84278  0.080
C46 2.46516 -17.14566 35.51391  -0.095
C47 2.58287 -17.91655 34.19340  -0.223
C48 1.37635 -18.81064 33.96035  -0.113
N6 1.22815 -19.34747 32.50945  -0.238
C49 0.23085 -20.58540 32.66991  -0.089
C50 -1.23689 -20.07136 32.86739  -0.158
C51 -1.68918 -18.95955 31.95352  -0.195
C52 -0.65005 -17.88265 31.78339  -0.165
C53 0.69343 -18.44480 31.46928  -0.137
C54 2.46107 -19.93656 31.98859  -0.028
H101 1.54920 -16.59433 35.62097  0.063
H102 3.31416 -16.45680 35.53103  0.078
H103 2.62298 -17.80570 36.41905  0.099
H104 3.52340 -18.57091 34.15036  0.144
H105 2.53556 -17.20132 33.33046  0.114
H106 0.42120 -18.31422 34.13400  0.117
H107 1.46191 -19.72148 34.51340  0.116
H108 0.68715 -21.17153 33.49874  0.130
H109 0.25413 -21.32293 31.84303  0.048
H110 -1.42049 -19.78167 33.91177  0.109
H111 -1.79452 -21.05284 32.68609  0.138
H112 -2.59838 -18.54454 32.37157  0.117
H113 -1.96848 -19.41291 31.00597  0.097
H114 -0.58708 -17.32694 32.71089  0.112
H115 -0.94617 -17.20206 30.98249  0.111
H116 1.37306 -17.66245 31.31398  0.106
H117 0.64096 -19.06214 30.54922  0.102
H118 3.08300 -19.06356 31.64814  0.081
H119 2.18032 -20.58252 31.20529  0.024
H120 2.99748 -20.51891 32.80731  0.143
C55 -1.13200 -18.52850 28.42711  -0.123
C56 0.15619 -18.21712 27.71770  -0.201
C57 0.20424 -19.33154 26.65246  -0.165
N7 1.37785 -19.36953 25.75822  -0.273
C58 1.07560 -20.37935 24.75912  -0.138
C59 -0.12724 -19.98962 23.87359  -0.199
C60 0.14084 -18.61301 23.29745  -0.180
C61 0.60528 -17.52562 24.26151  -0.135
C62 1.74064 -18.06922 25.12692  -0.107
C63 2.56351 -19.73090 26.56023  0.015
H121 -1.30724 -17.64531 29.05272  0.076
H122 -1.09759 -19.46954 28.95660  0.008
H123 -1.92061 -18.56163 27.69702  0.075
H124 0.99933 -18.31411 28.44402  0.094
H125 0.14926 -17.20707 27.34700  0.111
H126 -0.69044 -19.17292 26.07801  0.106
H127 0.05261 -20.30775 27.14330  0.060
H128 1.04940 -21.36355 25.33923  0.136
H129 1.96921 -20.33970 24.10941  0.077
H130 -1.06272 -20.13282 24.45449  0.084
H131 -0.13852 -20.66208 23.03462  0.075
H132 -0.71413 -18.20955 22.66777  0.144
H133 1.02599 -18.81152 22.61828  0.093
H134 -0.21161 -17.17181 24.82983  0.098
H135 1.04783 -16.66995 23.68214  0.122
H136 2.06901 -17.37771 25.89849  0.132
H137 2.58226 -18.26774 24.45431  0.122
H138 3.40382 -19.82443 25.96173  0.090
H139 2.34739 -20.72193 27.01758  0.075
H140 2.62008 -19.08445 27.40239  0.062
C64 -3.31488 -17.09830 39.07152  -0.102
C65 -3.83537 -15.77474 39.53978  -0.242
C66 -4.53110 -15.93921 40.88628  -0.154
N8 -5.21731 -14.80604 41.45767  -0.319
C67 -4.38053 -13.59241 41.61016  -0.091
C68 -3.23891 -13.78168 42.67976  -0.124
C69 -3.86715 -14.15715 44.03887  -0.158
C70 -4.64473 -15.45994 43.82125  -0.147
C71 -5.74853 -15.13984 42.77520  -0.123
C72 -6.36580 -14.35116 40.61362  0.032
H141 -2.57533 -17.49104 39.78300  0.090
H142 -2.77857 -16.86345 38.11520  0.095
H143 -4.05468 -17.87917 38.86555  0.087
H144 -4.56227 -15.30514 38.80586  0.128
H145 -3.07042 -14.99721 39.47311  0.113
H146 -3.81142 -16.13954 41.67985  0.113
H147 -5.20217 -16.81818 40.86670  0.163
H148 -3.99388 -13.38634 40.57712  0.145
H149 -5.02127 -12.79638 41.89738  0.127
H150 -2.57059 -14.51185 42.27858  0.099
H151 -2.56661 -12.92529 42.71982  0.126
H152 -3.12321 -14.17244 44.84464  0.129
H153 -4.61511 -13.39420 44.25394  0.117
H154 -3.99001 -16.33244 43.52439  0.133
H155 -5.14990 -15.77356 44.72838  0.124
H156 -6.30082 -16.07098 42.65154  0.143
H157 -6.36238 -14.35101 43.22421  0.156
H158 -7.04143 -15.18149 40.51970  0.118
H159 -6.04119 -13.94199 39.65180  0.116
H160 -6.87658 -13.55582 41.11047  0.107
C73 -2.58778 -21.17331 19.51023  -0.087
C74 -2.45649 -22.43674 20.36268  -0.240
C75 -1.35053 -23.26935 19.76683  -0.121
N9 -0.95165 -24.54374 20.50472  -0.242
C76 0.11230 -24.21255 21.45950  -0.200
C77 1.44691 -23.99230 20.87300  -0.184
C78 1.91780 -25.11620 20.01123  -0.189
C79 0.82917 -25.37996 18.98248  -0.158
C80 -0.46305 -25.74859 19.68226  -0.068
C81 -2.10958 -25.04404 21.26031  -0.026
H161 -1.58922 -20.65830 19.41252  0.079
H162 -3.31764 -20.47891 20.00659  0.097
H163 -2.94884 -21.31722 18.49122  0.080
H164 -3.39911 -22.96281 20.32577  0.114
H165 -2.16189 -22.17957 21.39885  0.087
H166 -0.42461 -22.67794 19.65568  0.120
H167 -1.68775 -23.43729 18.77218  0.132
H168 -0.19541 -23.37030 22.04773  0.053
H169 0.16778 -24.95263 22.19431  0.114
H170 1.44727 -23.11029 20.22824  0.100
H171 2.14134 -23.75441 21.77955  0.144
H172 2.89693 -24.96907 19.51003  0.135
H173 2.00041 -26.01533 20.58786  0.110
H174 0.69654 -24.49773 18.33837  0.124
H175 1.17991 -26.15231 18.29778  0.130
H176 -1.28016 -25.97671 18.98899  0.146
H177 -0.34616 -26.53189 20.44291  0.140
H178 -1.85265 -26.04710 21.74222  0.144
H179 -2.80162 -25.19288 20.51376  0.083
H180 -2.47336 -24.41295 22.06588  0.047
Cl1 0.50985 -21.60197 29.25942  -0.096
Cl2 -1.58589 -22.99161 24.20797  -0.082
Cl3 4.21755 -21.07725 22.57582  -0.163
C82 3.27086 -14.15831 23.53577  -0.628
F1 2.59946 -13.81482 24.59223  0.156
F2 2.43732 -14.99581 22.81834  0.038
F3 3.49829 -13.10297 22.73752  0.134
S1 4.78608 -15.26126 23.86217  0.471
O1 5.46787 -14.49184 24.86282  -0.312
O2 4.20066 -16.47791 24.38351  -0.309
O3 5.45070 -15.34368 22.56649  -0.329
C83 5.26654 -18.88175 29.45291  -0.632
F4 6.07044 -18.68774 28.39208  0.102
F5 4.48852 -19.96305 29.10832  0.071
F6 6.03027 -19.25731 30.47480  0.138
S2 4.37770 -17.30010 29.77806  0.530
O4 3.89964 -17.33354 31.13676  -0.328
O5 5.49367 -16.39610 29.54689  -0.294
O6 3.28176 -17.41309 28.73732  -0.365

calculated total energy: -190200.1508 eV
multiplicity: 1
F_max: 3.47 eV/A
gap between HOMO and LUMO: 9.318 eV
charge: +4



The following is a DFT calculation (the ωB97M-V functional and the def2-TZVPD basis) of a molecular structure, C42H38AsBrN4SSbTl.

Last column: Löwdin charge in e.
Cartesian coordinates (Å):
Tl1 1.07013 -1.94933 0.63075  0.824
C1 0.50844 -5.42860 1.16070  -0.037
C2 1.80296 -5.38531 0.39904  -0.328
C3 2.29687 -6.53925 -0.20661  -0.008
C4 3.48989 -6.48422 -0.89345  -0.033
C5 4.17587 -5.27591 -0.94793  -0.112
C6 3.62724 -4.16563 -0.33116  -0.454
N1 2.45546 -4.22137 0.32428  -0.026
Sb1 4.79481 -2.36048 -0.38909  1.531
C7 3.27690 -1.09780 -1.26742  -0.548
C8 3.31723 0.27979 -1.08612  -0.120
C9 2.39461 1.06190 -1.76499  -0.063
C10 1.47872 0.44890 -2.60112  -0.015
C11 1.50714 -0.93783 -2.74309  -0.355
C12 0.57219 -1.65124 -3.67247  -0.026
N2 2.38681 -1.69131 -2.07331  0.031
C13 4.46172 -1.73489 1.65051  -0.448
C14 5.59923 -1.49701 2.40651  -0.115
C15 5.46341 -1.14166 3.74222  -0.034
C16 4.19525 -1.04225 4.27425  -0.007
C17 3.09098 -1.28682 3.46171  -0.320
C18 1.70117 -1.16357 4.01401  -0.033
N3 3.22723 -1.61863 2.17264  -0.018
H1 -0.34322 -5.50379 0.48155  0.093
H2 0.47797 -6.29869 1.81592  0.094
H3 0.38459 -4.54257 1.78287  0.037
H4 1.74439 -7.46567 -0.12283  0.125
H5 3.89271 -7.36803 -1.37034  0.121
H6 5.12657 -5.20572 -1.46002  0.093
H7 4.05803 0.73055 -0.43638  0.107
H8 2.40120 2.13949 -1.65672  0.105
H9 0.75581 1.03349 -3.15681  0.103
H10 -0.35036 -1.09042 -3.81995  0.061
H11 1.04828 -1.78172 -4.64642  0.096
H12 0.34045 -2.64257 -3.28615  0.083
H13 6.58064 -1.59726 1.96136  0.092
H14 6.33545 -0.95587 4.35541  0.121
H15 4.04643 -0.78452 5.31415  0.123
H16 1.29694 -0.17000 3.80813  0.074
H17 1.69531 -1.30638 5.09311  0.094
H18 1.02883 -1.90201 3.57574  0.042
C19 1.25794 4.18118 2.35430  -0.027
C20 0.39480 2.95522 2.45483  -0.247
C21 -0.49846 2.75394 3.50394  -0.004
C22 -1.26131 1.60034 3.55770  -0.093
C23 -1.10276 0.68510 2.52967  -0.770
Br1 -2.04180 -0.96414 2.61971  0.751
N4 -0.29114 0.84892 1.50533  0.006
C24 0.45220 1.95947 1.48854  -0.119
H19 1.25826 4.74053 3.28775  0.087
H20 0.89925 4.85045 1.56950  0.083
H21 2.28931 3.91849 2.11834  0.088
H22 -0.58467 3.49331 4.29127  0.130
H23 -1.94207 1.40403 4.37316  0.114
H24 1.14655 2.04505 0.65700  0.106
S1 -2.24180 -0.70227 -1.19810  0.693
C25 -3.72313 -0.66335 -2.21430  -0.606
C26 -4.42580 -1.68558 -2.81883  -0.058
C27 -5.56874 -1.32831 -3.53102  -0.038
C28 -5.99446 -0.00645 -3.63341  -0.050
C29 -5.28202 1.02001 -3.02345  -0.051
C30 -4.14764 0.65943 -2.32210  -0.385
As1 -2.76812 1.46343 -1.29175  1.258
C31 -1.60177 2.55579 -2.31116  -0.349
C32 -1.77914 2.55605 -3.69343  -0.083
C33 -0.94619 3.33569 -4.48163  -0.046
C34 0.04396 4.10937 -3.89128  -0.039
C35 0.21509 4.10294 -2.51231  -0.061
C36 -0.60336 3.32050 -1.71367  -0.113
C37 -3.34091 2.21138 0.35446  -0.350
C38 -3.02725 3.51727 0.72058  -0.085
C39 -3.54818 4.02446 1.90136  -0.057
C40 -4.36858 3.23560 2.69624  -0.047
C41 -4.68127 1.93543 2.31835  -0.056
C42 -4.16969 1.41563 1.14162  -0.127
H25 -4.11485 -2.71873 -2.74699  0.120
H26 -6.14487 -2.10410 -4.01768  0.121
H27 -6.89066 0.22296 -4.19277  0.119
H28 -5.60833 2.04883 -3.09849  0.122
H29 -2.55452 1.95580 -4.15350  0.109
H30 -1.07549 3.34392 -5.55524  0.121
H31 0.68328 4.72530 -4.50950  0.122
H32 0.98677 4.71186 -2.05934  0.118
H33 -0.45499 3.29856 -0.64243  0.080
H34 -2.41770 4.14881 0.08958  0.099
H35 -3.32397 5.04198 2.19213  0.119
H36 -4.77848 3.64037 3.61227  0.121
H37 -5.32812 1.32845 2.93712  0.122
H38 -4.40940 0.40129 0.84514  0.099

calculated total energy: -203065.7426 eV
multiplicity: 1
energy above the lowest of the compared OMol25 structures with the same formula, charge and spin: 0.000 eV
F_max: 0.14 eV/A
gap between HOMO and LUMO: 7.515 eV
charge: +2



- Look up the charge of the second one.
  +2



- The lowest calculated total energy belongs to which entry?
  C42H38AsBrN4SSbTl



- What is the formula in the first record?
  C83H180Cl3F6N9O6S2